This record from the Open Molecules 2025 dataset describes a structure of composition C10H18BF6K2LiMgNNaNbO10P. The level of theory is ωB97M-V with the def2-TZVPD basis set.

Values from the calculation:
* orbital gap: 2.76 eV
* HOMO level: -7.3 eV
* M: 693.363 g/mol

Structure (ORCA input):
```
! wB97M-V def2-TZVPD RIJCOSX def2/J DEFGRID3
* xyz 0 1
N -2.26 1.44 2.93
P -2.90 0.09 2.31
Nb -1.64 -2.05 3.05
C -2.67 -3.27 1.32
C -2.35 -2.76 -0.15
C -0.96 -2.99 -0.62
F -0.99 -3.08 -1.94
F -0.34 -1.83 -0.30
F -0.29 -4.04 -0.19
H -1.90 1.98 2.14
H -2.76 0.22 0.88
H -4.33 0.00 2.64
H -0.13 -1.62 2.03
H -0.97 -1.14 4.45
H -3.09 -2.49 4.10
H -0.84 -3.58 3.56
H -2.43 -4.33 1.48
H -3.76 -3.19 1.49
H -2.58 -1.70 -0.33
H -3.01 -3.32 -0.84
Na -4.20 -0.75 0.31
O 0.24 2.16 -4.13
C 0.00 1.28 -3.34
O 0.98 0.62 -2.64
C 0.34 -0.42 -1.92
C -1.12 -0.06 -1.71
C -1.37 0.70 -3.01
H 0.45 -1.35 -2.48
H 0.68 -0.53 -0.91
H -1.77 -0.91 -1.58
H -1.24 0.58 -0.84
H -1.66 0.02 -3.83
H -2.11 1.49 -2.88
Li 1.63 -1.53 0.44
C 1.91 2.64 0.52
O 2.48 3.53 1.14
O 2.27 1.44 0.59
O 0.94 2.82 -0.24
Mg -3.12 3.24 1.42
F -3.66 -0.47 -1.49
K -5.32 -4.09 0.05
O -2.43 -0.66 -5.63
H -2.17 -0.62 -6.55
K -1.56 1.07 -6.04
B 5.83 3.69 1.26
O 7.30 3.95 1.33
C 7.89 3.05 2.09
O 9.06 2.98 2.35
C 6.79 2.06 2.60
O 6.96 1.11 3.32
O 5.63 2.46 2.11
F 5.43 3.42 -0.05
F 5.11 4.75 1.77
*
```

Löwdin population analysis, charges in e, atoms 1 to 2: atom 1 (N): -0.4274, atom 2 (P): 0.4009